No. 1
Computed, not measured: 2 unconnected molecules or ions with the total composition C4H11N3O2, with ωB97M-V/def2-TZVPD.

```
20
Properties=species:S:1:pos:R:3:forces:R:3
H 0.030 0.939 0.233 -0.4 0.2 -0.2
N -0.440 0.146 0.643 0.9 -1.0 0.9
C -1.628 -0.086 0.284 -0.1 0.7 -0.9
N -2.322 -1.198 0.615 -1.3 -0.4 -0.2
N -2.435 0.806 -0.516 0.5 0.0 0.9
C -2.097 2.209 -0.343 -0.3 1.0 0.8
H -3.319 -1.152 0.489 0.1 0.2 -0.1
H -2.040 -2.012 1.122 0.9 0.2 0.1
H -2.394 0.573 -1.494 -0.1 -0.4 -0.2
H -3.007 2.795 -0.501 0.3 0.1 -0.5
H -1.251 2.609 -0.902 -0.1 -0.2 -0.6
H -1.814 2.483 0.683 -0.2 -0.7 0.0
C 3.195 -0.541 -0.674 2.2 0.8 -0.1
C 3.022 -1.374 0.564 -3.2 0.4 -0.1
O 3.727 -1.557 1.496 0.8 0.2 0.0
O 1.786 -2.018 0.456 2.2 -1.6 -1.2
H 3.539 -1.252 -1.432 -0.1 0.2 -0.2
H 3.990 0.196 -0.510 0.3 -0.5 0.0
H 2.422 0.103 -1.092 -0.8 -0.8 0.5
H 1.035 -1.671 0.880 -1.4 1.5 1.2
```
Positions in Å, forces in eV/Å.

Results
- E_HOMO: -9.498 eV
- Energy above the lowest of the compared OMol25 structures with the same formula, charge and spin: 154.4 kJ/mol
- Calculated total energy: -12891.22942 eV
- SMILES string: [H]/N=C(/N)NC.CC(=O)O
- Molar mass: 133.151 g/mol

***

No. 2
Computed, not measured: a molecular structure, C32H27BCl5GdN5O2, with ωB97M-V/def2-TZVPD.

```
73
Properties=species:S:1:pos:R:3:forces:R:3
Gd -1.626 -0.179 -0.951 -1.1 0.3 1.0
C -4.276 0.369 1.393 0.0 0.1 0.0
N -2.892 0.846 1.349 0.0 0.1 -0.1
C -2.093 0.605 2.554 0.0 0.0 -0.3
C -0.949 -0.313 2.258 -1.0 -0.1 -0.5
N -0.933 -1.174 1.291 -0.3 -0.8 -1.4
C 0.323 -1.805 1.333 -1.8 -0.5 -1.5
C 0.873 -2.772 0.496 -2.0 0.3 -0.7
C 2.140 -3.137 0.727 1.2 -1.1 -0.6
C 2.869 -2.589 1.757 1.2 0.1 0.7
C 2.330 -1.647 2.593 1.4 0.1 0.8
C 1.047 -1.286 2.334 -0.9 1.9 1.9
N 0.174 -0.331 2.929 2.5 -0.1 1.4
C -4.455 -0.924 0.666 -0.1 -0.1 -0.2
N -3.560 -1.465 -0.110 -0.2 -0.8 -0.6
C -4.180 -2.595 -0.680 0.5 0.3 0.0
C -3.692 -3.522 -1.598 0.0 0.0 0.0
C -4.548 -4.520 -2.018 -0.1 0.0 0.1
C -5.865 -4.601 -1.532 0.1 0.0 -0.1
C -6.354 -3.689 -0.620 0.0 0.0 0.1
C -5.475 -2.693 -0.209 -0.4 0.2 0.2
N -5.620 -1.611 0.654 -0.3 -0.1 0.2
H -4.908 1.105 0.896 0.0 0.1 0.0
H -4.639 0.272 2.419 0.0 0.0 0.1
H -2.907 1.839 1.156 0.0 0.0 -0.1
H -2.709 0.181 3.340 -0.1 -0.2 0.2
H -1.706 1.544 2.938 0.1 0.2 0.1
H 0.296 -3.228 -0.304 0.0 0.1 0.1
H 2.602 -3.884 0.097 0.0 0.0 0.0
H 3.892 -2.913 1.904 0.0 0.1 0.0
H 2.900 -1.203 3.403 0.0 -0.1 -0.1
H 0.389 0.246 3.723 0.1 0.0 0.1
H -2.674 -3.475 -1.965 0.0 0.0 0.0
H -4.203 -5.258 -2.730 0.0 0.0 0.0
H -6.509 -5.397 -1.882 0.0 0.0 0.0
H -7.368 -3.756 -0.245 0.0 0.0 0.0
H -6.450 -1.368 1.168 0.0 0.0 0.0
Cl -5.146 -0.201 -2.897 0.2 0.1 0.1
C -4.368 1.359 -2.777 1.6 0.0 1.3
C -3.227 1.483 -1.892 -1.8 -0.6 -1.6
C -2.655 2.729 -1.866 -0.1 0.2 -0.2
Cl -1.255 2.913 -0.782 -0.1 0.1 -0.1
C -3.058 3.816 -2.623 -2.0 -0.2 -1.4
Cl -2.240 5.310 -2.539 0.0 0.2 -0.1
C -4.226 3.643 -3.493 2.0 0.2 1.5
Cl -4.790 4.950 -4.429 0.1 0.2 0.0
C -4.866 2.406 -3.546 0.2 0.0 0.2
Cl -6.239 2.195 -4.552 0.0 0.0 0.0
C 6.743 0.996 1.581 0.0 0.0 0.1
C 6.228 1.569 0.255 -0.1 0.0 0.0
C 6.506 3.077 0.204 0.0 0.1 0.0
C 6.999 0.899 -0.882 0.0 0.0 -0.1
C 4.717 1.335 0.144 0.0 0.0 0.0
C 3.861 1.864 1.123 -0.1 0.0 0.0
C 2.478 1.700 1.079 0.3 0.1 0.2
C 1.983 0.976 0.025 -0.6 0.0 0.2
O 0.661 0.634 -0.277 0.6 0.1 -0.2
B 0.750 -0.100 -1.498 0.2 0.0 -0.2
O 2.038 -0.194 -1.912 0.5 0.1 0.2
C 2.797 0.464 -0.942 0.1 -0.3 -0.7
C 4.162 0.623 -0.920 0.2 0.0 0.0
H 7.810 1.204 1.686 0.0 0.0 0.0
H 6.601 -0.087 1.618 0.0 0.0 0.0
H 6.233 1.435 2.442 0.0 0.0 -0.1
H 7.582 3.260 0.273 -0.1 0.0 0.0
H 6.024 3.607 1.030 0.0 0.0 -0.1
H 6.145 3.509 -0.733 0.0 0.0 0.0
H 8.066 1.088 -0.754 0.0 0.0 0.0
H 6.709 1.296 -1.860 0.0 0.0 0.1
H 6.852 -0.184 -0.890 0.0 0.1 0.0
H 4.283 2.431 1.944 0.0 0.0 0.0
H 1.832 2.124 1.837 0.0 0.0 0.0
H 4.766 0.196 -1.709 0.0 0.0 0.0
```
Positions in Å, forces in eV/Å.

Results
- E_HOMO (spin up / spin down): -10.856 / -10.739 eV
- Calculated total energy: -129288.84603 eV
- Charge: +1
- Molar mass: 858.928 g/mol
- Spin multiplicity: 8

***

No. 3
Computed, not measured: a molecular structure, C33H45CrGeN5O3S2, with ωB97M-V/def2-TZVPD.

```
90
Properties=species:S:1:pos:R:3:forces:R:3
Cr 0.566 -0.510 -0.326 -0.6 -0.3 -0.1
C 3.492 -0.412 -1.844 -0.1 0.0 0.0
C 2.920 0.367 -0.691 0.1 0.1 0.2
N 2.749 -0.301 0.407 0.4 0.1 0.0
N 2.735 0.419 1.593 -0.1 0.0 0.0
C 1.882 0.011 2.463 0.1 0.0 0.0
S 0.597 -1.085 2.203 0.1 0.0 0.0
S 2.095 0.692 4.121 -0.1 0.0 0.0
C 2.566 2.414 3.739 0.1 -0.1 0.0
C 1.420 3.356 3.968 0.0 0.0 0.0
C 1.381 4.198 5.073 0.0 0.1 0.0
C 0.293 5.035 5.292 0.0 0.0 0.0
C -0.773 5.029 4.405 0.0 0.0 0.0
C -0.745 4.181 3.302 0.0 0.0 0.0
C 0.344 3.353 3.083 0.0 0.0 0.0
C 2.651 1.814 -0.771 -0.1 0.0 0.0
C 3.521 2.708 -1.384 0.0 0.0 0.0
C 3.256 4.068 -1.424 0.0 0.0 0.0
C 2.069 4.531 -0.857 0.0 0.0 0.0
C 1.166 3.662 -0.280 0.0 0.0 0.0
C 1.409 2.270 -0.229 0.0 0.0 0.0
O 0.520 1.458 0.250 0.0 -0.1 0.0
H 4.087 -1.235 -1.455 0.0 0.0 0.0
H 2.705 -0.836 -2.464 0.0 0.0 0.0
H 4.108 0.235 -2.469 0.0 0.0 0.0
H 3.430 2.688 4.345 0.0 0.0 0.0
H 2.873 2.397 2.692 0.0 0.0 0.0
H 2.213 4.197 5.771 0.0 0.0 0.0
H 0.278 5.687 6.158 0.0 0.0 0.0
H -1.628 5.674 4.575 0.0 0.0 0.0
H -1.581 4.143 2.617 0.0 0.0 0.0
H 0.356 2.672 2.238 0.0 0.0 0.0
H 4.441 2.330 -1.818 0.0 0.0 0.0
H 3.954 4.753 -1.890 0.0 0.0 0.0
H 1.839 5.592 -0.885 0.0 0.0 0.0
H 0.224 4.019 0.118 0.0 0.0 0.0
C -3.400 -2.022 -0.110 0.0 0.0 0.0
C -1.906 -2.067 -0.282 0.0 0.0 0.0
O -1.334 -0.885 -0.175 0.1 0.1 0.0
C -1.233 -3.291 -0.479 0.0 0.0 0.0
C -1.924 -4.533 -0.375 0.0 0.0 0.0
C -1.305 -5.753 -0.594 0.0 0.0 0.0
C 0.045 -5.795 -0.924 0.0 0.0 0.0
C 0.762 -4.598 -1.027 0.0 0.0 0.0
C 0.174 -3.353 -0.818 0.0 0.0 0.0
O 0.896 -2.271 -0.999 0.0 0.0 0.1
H -3.745 -1.017 -0.363 0.0 0.0 0.0
H -3.701 -2.229 0.927 0.0 0.0 0.0
H -3.915 -2.741 -0.751 0.0 0.0 0.0
H -2.970 -4.527 -0.092 0.0 0.0 0.0
H -1.876 -6.670 -0.496 0.0 0.0 0.0
H 0.542 -6.743 -1.098 0.0 0.0 0.0
H 1.814 -4.600 -1.288 0.0 0.0 0.0
C -0.952 -0.144 -5.225 0.0 0.0 0.0
Ge 0.584 -0.495 -4.018 -0.1 0.0 0.0
C 0.896 -2.432 -4.151 0.0 0.0 0.0
C 2.090 0.411 -4.940 0.0 0.0 0.0
C 0.176 0.232 -2.276 0.2 0.1 0.0
H -0.735 -0.452 -6.252 0.0 0.0 0.0
H -1.193 0.921 -5.220 0.0 0.0 0.0
H -1.831 -0.690 -4.875 0.0 0.0 0.0
H 0.833 -2.750 -5.195 0.0 0.0 0.0
H 0.150 -2.969 -3.565 0.0 0.0 0.0
H 1.872 -2.712 -3.752 0.0 0.0 0.0
H 1.980 0.294 -6.022 0.0 0.0 0.0
H 3.061 0.007 -4.650 0.0 0.0 0.0
H 2.083 1.478 -4.704 0.0 0.0 0.0
H -0.915 0.164 -2.224 0.0 0.0 0.0
H 0.392 1.305 -2.334 0.0 0.0 0.0
C -3.916 3.942 -1.661 0.0 0.0 0.0
N -3.979 3.691 -0.235 0.0 0.0 0.0
C -3.797 4.905 0.540 0.0 0.0 0.0
C -3.243 2.557 0.179 0.2 0.0 0.1
N -2.562 1.908 -0.669 -0.3 0.0 0.1
N -3.344 2.315 1.566 0.1 0.0 -0.1
C -4.688 2.182 2.095 0.0 0.0 0.0
C -2.431 1.318 2.114 0.0 0.0 -0.1
H -4.652 4.712 -1.910 0.0 0.0 0.0
H -4.136 3.028 -2.206 0.0 0.0 0.0
H -2.920 4.278 -1.977 0.0 0.0 0.0
H -2.852 5.412 0.290 0.0 0.0 0.0
H -3.789 4.680 1.603 0.0 0.0 0.0
H -4.618 5.596 0.333 0.0 0.0 0.0
H -2.190 1.032 -0.294 0.2 0.1 -0.1
H -5.348 2.927 1.655 0.0 0.0 0.0
H -4.667 2.322 3.179 0.0 0.0 0.0
H -5.106 1.185 1.891 0.0 0.0 0.0
H -2.761 0.293 1.916 0.0 0.0 0.0
H -2.358 1.464 3.193 0.0 0.0 0.0
H -1.439 1.429 1.685 0.0 0.0 0.0
```
Positions in Å, forces in eV/Å.

Results
- E_HOMO (spin up / spin down): 0.403 / -1.982 eV
- Energy above the lowest of the compared OMol25 structures with the same formula, charge and spin: 0.0 kJ/mol
- Calculated total energy: -155153.80905 eV
- Charge: -2
- Molar mass: 748.495 g/mol
- Spin multiplicity: 5

***

No. 4
Computed, not measured: C4H7NO2 in the gas phase, with ωB97M-V/def2-TZVPD.

```
14
Properties=species:S:1:pos:R:3:forces:R:3
O -1.139 -0.548 1.349 0.1 -0.4 0.1
C -1.028 -0.026 0.037 0.1 0.1 -0.2
C -0.279 -0.965 -0.909 -0.2 0.0 0.0
N 1.172 -0.866 -0.853 0.1 0.1 0.4
C 1.695 -0.118 0.015 -0.1 0.0 -0.2
O 1.037 0.744 0.872 -0.1 0.4 -0.3
C -0.196 1.236 0.245 0.2 0.0 -0.1
H -0.257 -0.378 1.725 -0.4 -0.3 0.3
H -2.050 0.130 -0.328 0.3 0.2 0.1
H -0.599 -0.815 -1.947 0.1 0.0 0.2
H -0.538 -1.993 -0.634 0.0 0.1 -0.1
H 2.781 -0.100 0.130 -0.3 0.1 0.2
H 0.157 1.799 -0.618 -0.5 -0.1 -0.3
H -0.756 1.901 0.917 0.7 -0.2 0.1
```
Positions in Å, forces in eV/Å.

Results
- E_HOMO: -9.754 eV
- Energy above the lowest of the compared OMol25 structures with the same formula, charge and spin: 165.7 kJ/mol
- Calculated total energy: -9845.56263 eV
- SMILES string: O[C@@H]1CN=COC1
- Molar mass: 101.105 g/mol

***

No. 5
Computed, not measured: a molecular structure, C2H8N2P, with ωB97M-V/def2-TZVPD.

```
13
Properties=species:S:1:pos:R:3:forces:R:3
C 0.375 -0.966 -0.047 1.2 -4.1 3.3
C 0.267 1.023 0.068 -0.4 0.9 3.2
N -0.653 -0.107 0.452 2.5 2.6 -0.7
N 1.369 0.138 -0.341 0.4 -0.1 1.9
P -2.253 0.020 -0.295 0.0 0.4 1.1
H 0.799 -1.642 0.872 -0.6 1.5 -2.3
H 0.128 -1.686 -0.823 0.3 0.4 -0.6
H -0.162 1.595 -0.665 -0.6 1.4 -2.3
H 0.679 1.740 0.839 -0.9 -0.9 -0.3
H 2.150 0.298 0.330 -0.7 -1.0 -0.3
H 1.797 0.272 -1.213 0.2 0.0 -2.1
H -2.547 1.199 0.545 0.0 -0.9 -0.7
H -2.549 -0.871 0.739 -1.3 -0.3 -0.1
```
Positions in Å, forces in eV/Å.

Results
- E_HOMO: -13.196 eV
- Energy above the lowest of the compared OMol25 structures with the same formula, charge and spin: 257.8 kJ/mol
- Calculated total energy: -14462.97463 eV
- Charge: +1
- Molar mass: 91.074 g/mol

***

No. 6
Computed, not measured: 2 unconnected molecules or ions with the total composition C2H6S2, with ωB97M-V/def2-TZVPD.

```
10
Properties=species:S:1:pos:R:3:forces:R:3
C 1.565 -0.684 -0.681 1.2 2.3 1.4
C 1.650 0.414 0.124 -0.1 -0.7 -1.6
H 1.664 -1.677 -0.292 -1.2 -0.5 0.3
H 1.739 -0.554 -1.728 0.5 -0.1 -0.5
H 1.247 0.509 1.099 0.2 -0.8 1.2
H 2.065 1.382 -0.174 -0.7 -0.2 -0.8
S -2.468 1.389 0.469 -1.2 -2.5 0.4
S -2.578 -0.580 -0.548 0.0 1.9 0.6
H -3.273 0.865 1.510 0.9 1.0 -1.1
H -1.611 -1.064 0.220 0.3 -0.3 0.0
```
Positions in Å, forces in eV/Å.

Results
- E_HOMO: -9.521 eV
- Energy above the lowest of the compared OMol25 structures with the same formula, charge and spin: 185.1 kJ/mol
- Calculated total energy: -23839.89430 eV
- SMILES string: C=C.SS
- Molar mass: 94.204 g/mol

***

Question: Which of these has the highest molar mass?
Answer: C32H27BCl5GdN5O2

***

What did the sixth record say?
Computed, not measured: 2 unconnected molecules or ions with the total composition C2H6S2, with ωB97M-V/def2-TZVPD.

```
10
Properties=species:S:1:pos:R:3:forces:R:3
C 1.565 -0.684 -0.681 1.2 2.3 1.4
C 1.650 0.414 0.124 -0.1 -0.7 -1.6
H 1.664 -1.677 -0.292 -1.2 -0.5 0.3
H 1.739 -0.554 -1.728 0.5 -0.1 -0.5
H 1.247 0.509 1.099 0.2 -0.8 1.2
H 2.065 1.382 -0.174 -0.7 -0.2 -0.8
S -2.468 1.389 0.469 -1.2 -2.5 0.4
S -2.578 -0.580 -0.548 0.0 1.9 0.6
H -3.273 0.865 1.510 0.9 1.0 -1.1
H -1.611 -1.064 0.220 0.3 -0.3 0.0
```
Positions in Å, forces in eV/Å.

Results
- E_HOMO: -9.521 eV
- Energy above the lowest of the compared OMol25 structures with the same formula, charge and spin: 185.1 kJ/mol
- Calculated total energy: -23839.89430 eV
- SMILES string: C=C.SS
- Molar mass: 94.204 g/mol

***

Question: molar mass of number 3 (C33H45CrGeN5O3S2)?
Answer: 748.495 g/mol